[1]
{"formula": "CN2O5S2", "method": "ωB97M-V with the def2-TZVPD basis set", "symbols": ["C", "N", "N", "O", "O", "O", "O", "O", "S", "S"], "coordinates": [[-0.5908, 0.9680, -2.3691], [-1.4075, 1.2707, -3.0947], [-0.0431, -0.2450, 3.5231], [0.9639, 0.0466, 0.6414], [0.5437, -0.4315, 4.5374], [-0.8337, -1.1494, -0.4777], [1.3848, -1.4725, -1.2171], [0.3383, 0.8247, -1.5620], [-0.3452, 0.0591, 2.1035], [0.4632, -0.6157, -0.6563]], "atomic_forces_ev_per_a": [[-1.055, 0.213, -0.790], [-1.746, 0.353, -1.584], [1.091, -1.680, 2.503], [0.308, -0.071, 0.437], [0.736, 0.170, 1.451], [-1.101, 0.649, -0.022], [2.807, -0.707, -1.544], [3.090, -1.302, 2.762], [-1.889, 1.824, -4.874], [-2.241, 0.551, 1.660]], "homo_energy_ev": [-9.107, -11.426], "e_above_lowest_ev": 0.000, "multiplicity": 3, "gap_ev": [7.52, 6.65], "mol_weight_g_mol": 184.15}



[2]
{"formula": "C40H51N4SeW", "method": "ωB97M-V with the def2-TZVPD basis set", "symbols": ["W", "C", "C", "C", "C", "C", "C", "C", "C", "C", "C", "C", "C", "C", "C", "C", "C", "C", "H", "H", "H", "H", "H", "H", "H", "H", "H", "H", "H", "H", "H", "H", "H", "H", "H", "H", "H", "H", "H", "H", "H", "H", "H", "H", "H", "H", "H", "C", "C", "C", "C", "C", "C", "C", "N", "C", "N", "C", "C", "C", "C", "C", "C", "C", "N", "C", "C", "C", "C", "C", "C", "C", "H", "H", "H", "H", "H", "H", "H", "H", "H", "H", "H", "H", "H", "H", "H", "H", "H", "H", "H", "H", "H", "H", "Se", "C", "N"], "coordinates": [[0.1454, -0.3870, -0.3316], [0.8878, -1.8085, 1.3142], [1.5333, -2.2978, 0.1109], [0.4834, -2.7456, -0.7461], [-0.7596, -2.5472, -0.0261], [-0.4958, -2.1100, 1.2992], [-1.3691, -2.0971, 2.5412], [-2.5139, -3.1090, 2.4002], [-0.5038, -2.5198, 3.7449], [-1.9158, -0.6759, 2.8186], [0.5080, -3.2569, -2.1897], [1.3601, -4.5107, -2.4262], [-0.9069, -3.6459, -2.6395], [0.9983, -2.1127, -3.0943], [3.0080, -2.7023, 0.2157], [3.7439, -2.0146, 1.3828], [2.9639, -4.1981, 0.5790], [3.8816, -2.4384, -1.0135], [1.4225, -1.5389, 2.2138], [-1.6972, -2.9991, -0.3205], [-2.1225, -4.1043, 2.1974], [-3.1891, -2.8341, 1.5964], [-3.0802, -3.1543, 3.3274], [-0.0062, -3.4710, 3.5623], [-1.1330, -2.6289, 4.6245], [0.2463, -1.7642, 3.9708], [-2.9679, -0.6015, 2.5541], [-1.3544, 0.0835, 2.2559], [-1.8280, -0.4444, 3.8780], [1.0290, -5.3277, -1.7882], [2.4166, -4.3449, -2.2666], [1.2415, -4.8204, -3.4628], [-1.2541, -4.5363, -2.1193], [-0.9028, -3.8656, -3.7046], [-1.6059, -2.8367, -2.4698], [2.0307, -1.8565, -2.8779], [0.3789, -1.2147, -2.9457], [0.9420, -2.4035, -4.1407], [3.3372, -2.2752, 2.3565], [3.7668, -0.9325, 1.2825], [4.7770, -2.3566, 1.3756], [2.3466, -4.3402, 1.4638], [3.9661, -4.5551, 0.7962], [2.5462, -4.7980, -0.2185], [3.8874, -1.3782, -1.2566], [3.5768, -2.9886, -1.8917], [4.9065, -2.7263, -0.7954], [-4.2325, 3.2398, 0.1046], [-4.6078, 3.5905, -1.3042], [-5.3218, 4.7620, -1.5478], [-5.7805, 5.0790, -2.8126], [-5.5245, 4.2267, -3.8749], [-4.7829, 3.0799, -3.6650], [-4.3154, 2.7621, -2.3932], [-3.5833, 1.5561, -2.2397], [-2.3417, 1.4358, -1.6991], [-1.7414, 2.6145, -1.4532], [-0.6443, 2.8375, -0.6254], [0.0242, 1.7325, -0.1318], [1.2753, 1.9895, 0.4553], [1.7405, 3.2388, 0.7820], [0.9443, 4.3193, 0.3944], [-0.1912, 4.1451, -0.3810], [-0.8649, 5.3142, -1.0360], [-1.8094, 0.2368, -1.4607], [-2.7980, -0.7919, -1.6704], [-3.5394, -1.1785, -0.5562], [-4.6134, -2.0408, -0.6724], [-4.9795, -2.5048, -1.9271], [-4.2518, -2.1271, -3.0408], [-3.1615, -1.2629, -2.9443], [-2.4501, -0.8198, -4.1917], [-5.0407, 3.5296, 0.7714], [-3.3365, 3.7692, 0.4273], [-4.0554, 2.1731, 0.2196], [-5.5224, 5.4311, -0.7231], [-6.3615, 5.9771, -2.9684], [-5.8905, 4.4573, -4.8651], [-4.5587, 2.4160, -4.4884], [-3.9989, 0.7344, -2.6566], [-2.2232, 3.4373, -1.7902], [2.9190, 0.7103, 0.6876], [2.6859, 3.4007, 1.2733], [1.2602, 5.3196, 0.6417], [-0.3355, 6.2319, -0.8027], [-1.9032, 5.4254, -0.7189], [-0.8464, 5.1962, -2.1193], [-3.2544, -0.7654, 0.4012], [-5.1787, -2.3282, 0.2028], [-5.8406, -3.1420, -2.0385], [-4.5377, -2.4939, -4.0167], [-2.0953, -1.6745, -4.7652], [-1.6050, -0.1789, -3.9550], [-3.1418, -0.2731, -4.8306], [2.9879, 0.8893, -2.3868], [1.8520, 0.4458, -1.1111], [1.9736, 0.7448, 0.2929]], "atomic_forces_ev_per_a": [[0.426, 1.352, 0.242], [-0.281, -0.647, 0.065], [-0.307, -0.111, 0.367], [-0.206, -0.164, -0.049], [0.215, -0.882, 0.416], [0.219, 0.033, -0.176], [-0.097, 0.175, 0.079], [0.273, 0.150, -0.041], [-0.049, 0.042, -0.246], [0.125, 0.012, -0.077], [-0.106, 0.019, -0.409], [0.023, 0.183, 0.152], [0.173, 0.143, 0.201], [-0.076, -0.185, 0.126], [0.464, 0.163, -0.177], [-0.172, -0.030, -0.086], [-0.040, 0.156, -0.100], [-0.100, 0.004, 0.041], [-0.056, 0.299, -0.274], [0.053, 0.453, -0.203], [0.013, -0.112, -0.019], [-0.116, 0.001, -0.112], [-0.086, 0.036, 0.071], [0.060, -0.072, -0.012], [-0.085, 0.004, 0.075], [0.075, 0.013, 0.065], [-0.098, 0.095, -0.078], [-0.166, -0.089, 0.213], [-0.075, 0.087, 0.074], [-0.004, -0.106, 0.035], [0.104, -0.062, 0.041], [-0.066, -0.030, -0.070], [-0.108, -0.075, 0.097], [0.058, -0.045, -0.100], [-0.072, -0.079, -0.014], [0.001, 0.144, 0.015], [0.159, -0.142, -0.160], [-0.068, -0.047, -0.161], [-0.089, 0.016, 0.091], [0.027, 0.067, 0.050], [0.031, -0.004, -0.006], [-0.027, -0.066, 0.143], [0.167, -0.063, 0.027], [-0.017, -0.101, -0.083], [0.047, -0.072, -0.016], [-0.072, -0.016, -0.156], [0.112, -0.106, 0.049], [-0.016, 0.032, 0.043], [-0.064, -0.088, -0.040], [0.091, -0.036, -0.140], [-0.082, 0.071, -0.010], [0.000, -0.060, -0.057], [0.059, 0.002, -0.008], [-0.107, 0.457, -0.027], [-0.061, -0.171, 0.006], [0.027, 0.028, -0.082], [-0.085, 0.364, -0.085], [0.273, -0.639, 0.268], [0.531, 0.463, 0.405], [-0.935, 0.439, -0.201], [0.054, -0.276, 0.090], [-0.098, -0.256, -0.056], [-0.059, -0.074, -0.073], [-0.041, -0.056, 0.126], [0.388, -0.516, 0.220], [-0.609, -0.221, -0.161], [0.003, -0.038, -0.134], [0.057, 0.095, 0.033], [0.067, -0.027, -0.076], [0.008, 0.044, 0.116], [0.255, 0.148, 0.321], [-0.012, 0.005, 0.112], [-0.018, -0.015, 0.094], [0.103, 0.003, 0.079], [0.008, -0.083, 0.055], [-0.093, -0.006, 0.103], [0.033, 0.056, 0.002], [-0.015, 0.007, -0.023], [0.043, -0.041, -0.068], [0.135, 0.080, 0.189], [-0.069, -0.166, -0.036], [-0.452, -0.406, -0.111], [0.177, 0.000, 0.030], [0.080, 0.160, -0.039], [-0.034, 0.116, 0.035], [-0.093, 0.074, -0.018], [-0.057, 0.051, -0.138], [-0.019, 0.001, 0.085], [-0.040, 0.006, 0.043], [-0.097, -0.158, -0.015], [-0.029, -0.015, -0.093], [0.056, -0.053, 0.002], [0.074, 0.037, -0.088], [0.018, 0.104, -0.132], [-0.234, -0.035, 0.355], [0.327, -0.094, -1.321], [0.369, 0.343, 0.511]], "homo_energy_ev": [-9.383, -10.442], "charge": 1, "multiplicity": 3, "gap_ev": [6.79, 6.85], "mol_weight_g_mol": 850.68}



Per-record largest force on an atom, Eh/bohr: 0.1077, 0.0280